# 1
C21H30FMoN7O9P2S as an isolated structure, computed with wB97M-V/def2-TZVPD.

The geometry in XYZ format:
```
72
Properties=species:S:1:pos:R:3:forces:R:3:mulliken_spin:R:1
Mo 0.721 1.560 0.768 0.10 0.06 0.19 0.920
S 2.685 1.466 3.627 0.15 -0.07 0.16 0.130
P -2.200 3.131 1.129 0.14 0.19 0.12 -0.002
P -0.892 2.991 -1.842 0.14 -0.06 -0.24 0.000
F 3.281 -3.836 2.425 -0.02 -0.01 0.00 0.000
O -1.862 0.823 -0.322 0.17 0.17 0.03 0.006
O 0.174 -0.287 0.892 0.24 -0.67 0.12 0.023
O 0.218 2.131 -1.258 -0.70 0.44 0.05 0.012
O -0.153 4.432 -2.053 0.05 -0.16 0.00 0.000
O -3.339 2.348 1.636 0.11 0.08 -0.16 0.000
O -2.251 4.642 1.704 0.12 -0.14 0.00 0.000
O -1.589 2.583 -3.091 0.14 0.10 0.19 0.003
O -3.716 -0.390 -0.636 0.15 0.19 0.02 0.003
O -0.753 2.692 1.480 -0.30 0.11 -0.09 -0.018
N 2.866 5.199 -0.409 0.04 0.07 0.09 0.007
N 1.667 3.480 0.595 0.42 0.07 -0.18 -0.017
N 4.086 1.113 -2.023 -0.05 0.06 -0.01 -0.001
N 2.447 0.968 -0.362 0.08 0.12 -0.13 -0.001
N 3.349 3.032 -0.965 -0.06 -0.02 -0.14 0.005
N -3.474 2.622 -1.202 -0.18 0.15 -0.12 -0.001
N -1.894 -3.786 0.638 0.01 -0.28 0.16 0.013
C -0.497 -1.381 0.752 0.11 0.07 0.05 0.029
C -2.330 3.479 -0.701 0.05 -0.40 0.01 0.003
C 3.894 -0.293 -2.354 0.10 0.01 0.05 0.000
C -2.541 -0.226 -0.278 -0.12 -0.38 0.07 0.006
C 1.738 1.441 2.416 -0.61 0.14 -0.25 -0.130
C 0.032 -5.045 1.433 -0.18 -0.01 -0.05 0.001
C -0.581 -3.817 1.078 -0.05 -0.12 -0.03 0.001
C 0.134 -2.613 1.157 -0.01 0.00 -0.03 0.001
C 1.458 -2.614 1.632 -0.04 0.11 -0.04 -0.006
C -0.715 -6.353 1.311 0.01 0.11 -0.02 0.001
C -1.900 -6.217 0.364 0.07 0.01 0.01 0.000
C -3.362 -5.089 2.124 0.01 0.06 0.03 0.002
C -2.717 4.935 -0.988 -0.10 -0.13 -0.03 0.000
C 3.256 1.655 -1.085 0.28 0.06 -0.03 -0.007
C -2.444 -2.646 0.251 -0.17 0.08 -0.09 0.001
C -1.795 -1.429 0.259 -0.17 -0.12 -0.01 0.003
C 1.327 -5.014 1.875 0.18 -0.05 0.07 0.000
C 2.018 -3.802 1.977 0.03 -0.17 0.03 0.000
C -2.743 -5.009 0.734 0.10 0.09 0.03 -0.003
C 5.417 1.665 -2.277 -0.05 -0.04 0.03 0.000
C 2.566 3.891 -0.229 -0.05 -0.05 0.04 0.011
H -3.939 -6.010 2.221 0.02 0.03 -0.01 0.000
H 2.833 -0.497 -2.490 -0.02 0.00 -0.03 -0.001
H 4.394 -0.496 -3.297 0.00 0.00 -0.01 0.000
H -3.479 1.682 -0.759 0.08 0.13 0.02 0.000
H -2.816 4.657 2.487 -0.02 0.04 0.00 0.000
H -2.599 -5.074 2.905 -0.03 -0.02 -0.03 0.000
H -0.030 -7.123 0.957 0.01 -0.02 0.00 0.000
H -2.877 5.078 -2.059 -0.01 -0.02 0.00 0.000
H -4.372 3.074 -1.046 0.02 0.00 0.01 0.000
H 3.424 5.496 -1.189 -0.01 0.00 -0.02 0.000
H 2.005 -1.688 1.734 0.00 0.02 0.00 -0.001
H -3.472 -2.683 -0.094 0.03 0.07 0.02 0.000
H -0.468 4.824 -2.877 -0.01 0.05 0.02 0.000
H 1.183 4.233 1.068 -0.06 -0.09 0.12 0.003
H 5.391 2.717 -2.557 -0.02 0.00 -0.04 0.000
H -2.528 -7.107 0.395 0.01 -0.02 0.01 0.000
H -4.032 -4.246 2.295 0.02 -0.03 -0.01 0.000
H -3.633 5.194 -0.455 -0.01 0.00 -0.01 0.000
H 3.948 3.473 -1.639 -0.04 0.01 -0.05 -0.001
H 2.219 5.881 -0.052 -0.01 0.01 -0.03 0.000
H 4.307 -0.968 -1.596 -0.01 0.02 0.01 0.000
H 6.085 1.547 -1.420 -0.02 -0.01 0.02 0.000
H -3.532 -4.878 -0.004 0.00 0.04 -0.07 0.000
H -1.943 5.617 -0.658 0.05 0.02 0.03 0.000
H 1.832 -5.933 2.149 0.01 0.06 -0.01 0.000
H -1.543 -6.103 -0.662 -0.02 0.00 -0.01 0.000
H -3.298 2.462 -2.210 0.01 0.06 0.03 0.000
H -1.054 -6.670 2.300 0.00 0.01 0.01 0.000
H 5.843 1.137 -3.124 0.00 -0.01 -0.01 0.000
H 2.565 -0.026 -0.504 -0.11 -0.02 0.14 0.002
```
Positions in Å, forces in eV/Å.

Computed properties:
- Charge: +1
- HOMO-LUMO gap (spin up / spin down): 6.86 / 6.16 eV
- Highest occupied orbital energy (spin up / spin down): -10.1 / -9.7 eV
- Expectation value of S²: 0.87
- LUMO (spin up / spin down): -3.282 / -3.547 eV
- 2S+1: 2

# 2
C21H30HgO18 as an isolated structure, computed with wB97M-V/def2-TZVPD.

The geometry in XYZ format:
```
70
Properties=species:S:1:pos:R:3:forces:R:3:nbo_charge:R:1
Hg 2.419 -4.754 3.398 2.54 -3.62 0.63 0.890
O 6.282 -4.056 -1.512 0.34 -0.53 1.09 -0.506
O -4.063 3.703 1.169 0.44 1.13 -0.09 -0.466
O 3.781 -6.532 2.716 -1.59 2.04 0.90 -0.890
O -5.908 4.451 2.144 -0.51 -0.02 0.10 -0.588
O -7.211 -0.048 2.878 0.20 0.41 -2.11 -0.502
O 0.094 -4.907 0.135 -0.53 -1.01 -0.16 -0.485
O 4.248 -1.127 0.798 -2.04 -2.40 2.98 -0.501
O -7.772 0.668 4.858 0.22 1.05 -0.23 -0.524
O -4.196 5.861 1.878 -0.08 -1.39 0.27 -0.470
O -5.945 -0.608 4.615 2.03 -0.84 0.74 -0.571
O 1.156 5.057 -2.053 -0.63 -0.25 1.34 -0.499
O 3.367 4.764 -2.277 -1.67 0.89 -1.09 -0.500
O 1.551 -3.394 -0.382 1.15 0.68 -0.52 -0.491
O 8.347 -4.766 -1.833 0.23 -0.60 -0.60 -0.496
O 7.905 -3.818 0.115 -0.81 0.00 0.35 -0.557
O 3.487 -2.609 2.536 1.28 3.89 -3.63 -0.562
O 2.154 5.851 -3.934 0.02 -0.85 3.01 -0.576
O 1.208 -3.928 1.779 -0.87 1.35 -0.59 -0.696
C -6.818 -0.009 4.128 -3.22 0.74 0.86 0.978
C -0.064 -4.872 -1.314 1.65 1.34 0.86 -0.090
C 3.061 4.214 -1.027 -0.33 1.58 1.53 -0.105
C 7.581 -5.389 -2.898 -0.75 -0.68 3.43 -0.095
C -8.190 0.976 2.549 -0.51 -1.56 0.96 0.070
C 7.515 -4.221 -0.928 0.32 0.87 -1.02 0.969
C 0.890 2.784 -1.190 -0.06 1.91 -0.02 -0.631
C 2.176 5.337 -2.824 2.10 -0.50 -2.70 0.970
C -8.752 1.349 3.989 2.40 -1.28 -0.28 -0.099
C 3.805 -1.843 1.652 1.23 -0.78 0.47 1.057
C -2.905 5.749 1.283 0.23 3.03 0.28 0.061
C 6.320 -4.577 -2.850 -1.46 0.39 0.08 0.062
C 1.143 -3.882 -1.696 -0.87 -1.24 0.70 0.080
C 1.005 -4.053 0.612 -1.47 -1.14 -1.65 1.024
C -2.842 4.325 0.807 1.68 -1.04 -0.41 -0.106
C -1.811 6.394 2.205 -0.32 0.35 -0.36 -0.640
C -9.272 0.399 1.626 -0.41 2.45 0.77 -0.631
C 6.443 -3.428 -3.786 0.12 -0.05 -0.34 -0.628
C 1.531 4.162 -0.892 -0.73 0.73 -2.17 0.089
C 2.241 -4.680 -2.383 0.00 1.99 0.18 -0.639
C -4.808 4.663 1.751 -1.38 -0.04 0.87 0.961
H 1.101 2.238 -0.294 0.09 -1.06 0.21 0.219
H 2.486 -5.593 -1.873 0.30 -0.23 0.39 0.235
H 7.274 -2.765 -3.515 0.17 -0.46 -0.49 0.228
H -0.215 2.829 -1.366 1.01 0.13 0.19 0.229
H -2.020 3.729 1.239 -0.22 0.32 -0.08 0.191
H 1.407 2.445 -2.091 -0.19 -0.54 0.26 0.225
H 1.869 -4.906 -3.362 -0.16 -0.28 -0.68 0.222
H 0.889 -2.958 -2.231 -0.20 -0.58 -0.06 0.208
H -0.968 6.751 1.600 -0.41 0.24 -0.08 0.218
H -2.721 4.356 -0.276 -0.11 -0.43 -0.03 0.194
H -1.034 -4.445 -1.482 -0.49 0.03 -0.37 0.202
H 7.462 -6.409 -2.550 -0.16 -0.40 -0.48 0.195
H 6.461 -3.890 -4.786 0.25 0.80 0.05 0.213
H 8.122 -5.308 -3.769 1.07 0.09 -1.98 0.201
H -3.035 6.418 0.416 0.65 -0.26 0.09 0.185
H -9.063 0.316 0.576 0.66 -0.53 -0.28 0.229
H 1.158 4.703 -0.016 0.04 -0.45 -0.09 0.200
H 5.289 -5.030 -3.024 1.65 -0.21 0.24 0.201
H -2.149 7.211 2.902 -0.20 -0.59 -1.28 0.247
H -9.929 1.274 1.648 -0.53 0.06 -0.29 0.212
H -7.646 1.797 2.094 -0.08 0.17 -0.10 0.209
H 5.568 -2.848 -3.644 -0.99 0.79 -0.33 0.214
H 3.539 3.296 -0.881 0.53 -1.70 -0.22 0.197
H 3.479 4.854 -0.234 -0.17 0.09 -0.22 0.180
H 3.078 -3.972 -2.505 0.12 -0.71 0.10 0.226
H -9.657 0.810 4.222 -0.67 0.52 -0.20 0.194
H -1.339 5.728 2.877 0.19 -1.33 0.70 0.213
H 0.051 -5.884 -1.747 -0.05 0.65 0.40 0.210
H -9.911 -0.376 2.015 0.41 -0.64 0.26 0.224
H -8.699 2.424 4.212 -0.44 -0.48 -0.11 0.211
```
Positions in Å, forces in eV/Å.

Computed properties:
- HOMO-LUMO gap: 7.09 eV
- Highest occupied orbital energy: -8.0 eV
- LUMO: -0.899 eV

# 3
C21H30IrNO5S as an isolated structure, computed with wB97M-V/def2-TZVPD.

The geometry in XYZ format:
```
59
Properties=species:S:1:pos:R:3:forces:R:3:nbo_charge:R:1
Ir -0.250 0.070 0.198 2.08 -0.01 2.81 1.507
S 1.903 2.247 1.756 -0.65 -0.43 0.07 1.248
O 0.976 -1.199 1.481 -0.83 1.38 -0.69 -0.596
O 1.002 1.464 0.745 1.57 2.01 -0.36 -1.003
O -0.667 1.702 -1.291 -0.30 -1.13 0.73 -0.697
O -1.045 -1.651 -0.229 -1.71 -1.49 -1.33 -0.653
O -2.786 -5.991 -0.302 -0.13 -0.28 -0.12 -0.392
N -1.540 0.700 1.652 0.34 -0.36 -0.77 -0.371
C -3.559 1.720 2.327 0.03 -0.04 0.15 -0.217
C -1.000 -2.872 0.178 0.28 0.81 0.19 0.475
C 2.161 -2.960 2.482 0.02 0.20 0.02 -0.726
C -1.799 1.356 3.915 -0.07 -0.04 -0.02 -0.213
C -3.755 -5.747 -1.354 -0.04 0.14 -0.04 -0.271
C -1.056 0.791 2.908 0.02 -0.02 0.00 0.038
C -1.603 2.737 -0.860 -0.29 0.37 0.04 -0.080
C -0.033 -4.648 1.560 -0.01 -0.30 0.12 -0.133
C 2.694 3.491 0.744 -0.22 0.01 -0.25 -0.571
C 1.689 4.482 0.182 0.06 0.10 0.01 -0.629
C -1.935 -3.760 -0.348 -0.27 -0.34 -0.20 -0.359
C -2.783 1.132 1.342 0.15 -0.17 0.00 0.253
C -1.961 -5.071 0.083 0.17 0.10 0.12 0.402
C -3.039 2.265 -0.880 0.09 -0.08 -0.09 -0.431
C 3.421 0.863 3.582 0.00 -0.02 -0.07 -0.626
C 3.312 1.160 2.090 0.04 -0.03 0.24 -0.582
C 1.025 -2.425 1.678 -0.44 -0.76 -0.10 0.648
C -3.241 0.985 -0.070 -0.15 -0.07 -0.14 -0.464
C -3.069 1.841 3.615 -0.02 0.04 0.06 -0.078
C -0.001 -3.339 1.151 0.15 0.57 -0.08 -0.180
C -1.000 -5.527 1.072 -0.13 0.17 -0.17 -0.014
H -3.368 2.072 -1.903 0.01 0.12 -0.02 0.244
H 4.308 0.259 3.767 0.00 -0.01 0.00 0.257
H 1.268 5.120 0.958 -0.03 -0.05 0.02 0.239
H 4.205 1.662 1.718 0.00 -0.03 -0.06 0.262
H 2.891 -2.173 2.653 0.01 0.00 0.00 0.262
H -4.460 -4.974 -1.050 0.01 0.00 0.14 0.205
H -0.064 0.399 3.079 -0.01 0.02 -0.02 0.227
H -1.054 -6.557 1.400 0.01 0.00 -0.01 0.273
H 0.887 3.974 -0.352 0.04 -0.03 -0.01 0.208
H 3.523 1.778 4.165 0.00 -0.01 0.01 0.244
H -0.886 1.439 -2.199 0.00 -0.10 0.00 0.527
H 1.798 -3.309 3.454 -0.02 -0.03 -0.03 0.283
H -2.632 -3.386 -1.083 -0.01 0.00 0.00 0.261
H -2.679 0.171 -0.528 -0.26 -0.06 -0.08 0.220
H -3.247 -5.451 -2.270 0.11 -0.05 0.01 0.210
H -3.671 2.305 4.386 -0.01 -0.02 0.00 0.269
H 3.241 2.959 -0.036 0.07 0.02 0.03 0.252
H -4.553 2.069 2.079 0.02 -0.02 -0.04 0.266
H 3.396 3.965 1.438 0.05 -0.03 -0.04 0.269
H -4.272 -6.687 -1.495 0.02 -0.05 0.03 0.251
H 0.685 -5.018 2.279 -0.02 -0.04 -0.01 0.260
H -1.395 1.408 4.916 0.02 0.02 -0.02 0.268
H 2.551 0.315 3.949 0.00 0.02 0.01 0.203
H -4.292 0.702 -0.105 -0.01 0.02 0.13 0.274
H 2.640 -3.800 1.977 -0.02 0.01 0.00 0.280
H -1.487 3.608 -1.503 0.22 -0.08 -0.10 0.236
H -1.271 3.007 0.141 0.04 -0.01 0.00 0.197
H -3.653 3.084 -0.498 -0.03 -0.04 0.00 0.256
H 2.199 5.125 -0.534 0.01 0.02 0.02 0.268
H 3.121 0.266 1.497 0.07 0.06 -0.08 0.246
```
Positions in Å, forces in eV/Å.

Computed properties:
- Charge: +3
- HOMO-LUMO gap (spin up / spin down): 7.29 / 5.70 eV
- Highest occupied orbital energy (spin up / spin down): -17.8 / -17.7 eV
- Expectation value of S²: 0.79
- LUMO (spin up / spin down): -10.532 / -11.964 eV
- 2S+1: 2

# 4
One molecule with the formula C21H30N2O5S, computed with wB97M-V/def2-TZVPD.

The geometry in XYZ format:
```
59
Properties=species:S:1:pos:R:3:forces:R:3:nbo_charge:R:1
S -2.987 2.536 -2.015 0.22 0.06 -0.23 2.343
O 5.004 -6.277 1.684 -0.17 0.24 -0.12 -0.542
O 2.859 -3.404 -1.437 0.11 0.12 -0.15 -0.619
O -4.190 2.726 -1.260 0.18 -0.06 0.27 -0.949
O -0.172 -2.193 0.022 -0.09 -0.26 0.31 -0.427
O -3.087 2.356 -3.434 0.29 -0.08 0.01 -0.941
N -1.996 3.840 -1.769 -0.71 -0.77 -0.32 -0.693
N 1.590 -4.189 0.270 -0.23 -0.05 0.26 -0.598
C -2.101 -0.698 0.271 0.20 -0.22 0.04 -0.237
C -1.947 4.520 -0.484 -0.55 -0.02 0.54 -0.033
C -2.141 1.083 -1.361 -0.48 0.55 -0.22 -0.336
C 3.825 -6.358 2.447 -0.19 0.11 0.20 -0.056
C 2.917 -5.190 2.080 0.25 -0.36 -0.24 -0.418
C -1.848 3.555 0.698 0.41 0.29 0.13 -0.424
C 5.896 -7.330 1.929 0.05 -0.09 0.04 -0.244
C -3.168 5.427 -0.312 0.29 0.28 0.12 -0.415
C 0.815 -1.224 -1.780 0.21 -0.71 0.49 -0.020
C -1.734 4.338 2.004 -0.27 -0.18 0.00 -0.393
C -2.945 5.248 2.180 0.27 0.21 0.02 -0.397
C -0.993 0.646 -1.976 0.22 -0.20 0.00 -0.189
C -2.699 0.424 -0.267 -0.08 -0.04 0.08 -0.194
C 2.448 -5.291 0.628 0.29 -0.08 0.11 -0.230
C -0.926 -1.131 -0.327 -0.07 0.76 -0.67 0.299
C -0.365 -0.480 -1.446 -0.38 -0.22 0.59 -0.056
C -0.858 3.966 -2.642 0.28 -0.08 -0.32 -0.414
C 0.879 -2.238 -0.865 0.11 0.96 -0.96 0.172
C -3.068 6.204 0.997 -0.23 -0.17 0.00 -0.397
C 1.880 -3.316 -0.720 -0.23 -0.22 0.29 0.634
C 1.750 -0.933 -2.894 0.09 -0.09 -0.01 -0.653
H 4.068 -6.322 3.522 -0.04 -0.05 -0.12 0.168
H -0.985 2.895 0.572 -0.04 -0.05 -0.01 0.210
H -0.822 4.941 1.992 0.08 0.01 0.05 0.192
H -2.193 6.859 0.968 0.02 0.10 0.02 0.189
H 5.445 -8.300 1.685 0.04 0.02 0.00 0.163
H 1.913 -6.236 0.476 0.11 0.03 -0.03 0.186
H 3.312 -7.314 2.250 0.04 0.05 0.04 0.158
H -2.855 5.814 3.110 -0.08 -0.04 0.04 0.207
H -4.063 4.806 -0.320 -0.02 0.05 -0.01 0.231
H 0.764 -4.031 0.827 0.04 0.07 -0.12 0.403
H -3.226 6.112 -1.159 -0.04 -0.02 -0.07 0.210
H 6.214 -7.347 2.980 0.01 -0.01 -0.04 0.163
H 0.047 3.518 -2.214 0.01 0.04 -0.02 0.179
H -1.114 3.469 -3.574 0.24 0.10 -0.11 0.240
H 2.056 -5.187 2.752 0.00 0.03 0.06 0.199
H -3.847 4.637 2.242 -0.09 -0.03 0.07 0.197
H 2.183 0.059 -2.769 0.05 0.09 -0.04 0.220
H 6.760 -7.161 1.291 0.04 -0.09 0.04 0.197
H 2.543 -1.674 -2.910 0.03 0.06 -0.09 0.268
H -2.749 2.944 0.721 0.00 -0.05 0.08 0.214
H -1.663 3.643 2.843 0.09 0.02 0.02 0.210
H 3.310 -5.258 -0.041 -0.15 -0.10 0.05 0.248
H -3.624 0.806 0.133 -0.09 -0.01 0.12 0.248
H -0.610 1.145 -2.851 0.10 0.05 -0.16 0.234
H -1.046 5.145 -0.497 -0.05 -0.11 -0.09 0.201
H 1.214 -0.949 -3.842 0.00 0.03 -0.11 0.223
H -0.668 5.020 -2.849 -0.02 -0.03 0.02 0.206
H -3.952 6.833 1.118 0.04 0.09 -0.01 0.212
H -2.526 -1.222 1.111 -0.08 -0.04 0.10 0.230
H 3.472 -4.261 2.213 -0.04 0.07 0.06 0.217
```
Positions in Å, forces in eV/Å.

Computed properties:
- SMILES string: COCCCNC(=O)c1oc2ccc(S(=O)(=O)N(C)C3CCCCC3)cc2c1C
- HOMO-LUMO gap: 9.03 eV
- Highest occupied orbital energy: -8.8 eV
- LUMO: 0.192 eV